Entry 1:
DFT (ωB97M-V/def2-TZVPD) results for C6H8 in the gas phase in a non-equilibrium geometry.

Properties
* charge: 0
* relative energy (zero: lowest compared OMol25 entry of this formula, charge and spin): 93.5 kcal per mole
* SMILES string: C#CCC1CC1
* orbital gap: 10.325 eV
* max |F|: 2.26 eV/Å
* LUMO: 0.0424 Eh
* E: -233.238077 hartree
* 2S+1: 1

Atoms and positions in Å:
C1 2.1558 -1.2469 -0.6840
C2 1.7257 -0.6207 0.2532
C3 0.9731 0.1481 1.1653
C4 -0.3191 0.6918 -0.0961
C5 -1.7851 0.8035 0.1092
C6 -1.0843 -0.2919 -0.9290
H1 2.8846 -1.8450 -1.1323
H2 0.6728 -0.5703 1.9677
H3 1.6783 0.8980 1.5997
H4 0.0515 1.4963 -0.7727
H5 -2.2947 1.7923 0.0412
H6 -2.2480 0.2413 0.9152
H7 -1.2904 -1.3385 -0.6414
H8 -1.0967 -0.1738 -2.0206

***

Entry 2:
DFT (ωB97M-V/def2-TZVPD) results for C11H10N2S in the gas phase in a non-equilibrium geometry.

Properties
* charge: 0
* relative energy (zero: lowest compared OMol25 entry of this formula, charge and spin): 131.4 kcal per mole
* orbital gap (alpha / beta): 7.106 / 7.109 eV
* max |F|: 8.10 eV/Å
* LUMO (alpha / beta): 0.0048 / 0.0049 Eh
* E: -932.650672 hartree
* 2S+1: 1

Atoms and positions in Å:
C1 -0.3913 -2.2193 0.1994
C2 0.2487 -2.2625 -1.0892
C3 -0.0650 -1.3001 1.1613
C4 1.1291 -1.3106 -1.3413
C5 1.0690 0.9221 1.6609
C6 2.4594 1.0814 1.4015
C7 0.1435 1.9861 -1.3173
C8 -1.5749 0.5921 -0.2495
C9 -1.2000 1.9812 -0.5042
C10 0.5183 -0.0864 0.7763
C11 1.2614 0.0017 -0.5190
N1 1.0398 1.1199 -1.3759
N2 -2.2059 -0.4426 -0.5391
S1 3.0601 0.3130 0.0160
H1 -1.0018 -2.9747 0.6221
H2 -0.0530 -3.0163 -1.7015
H3 -0.4626 -1.4059 2.1635
H4 1.7535 -1.2587 -2.2142
H5 0.6017 1.1661 2.6071
H6 3.2076 1.6494 1.9502
H7 0.1020 2.7066 -2.1290
H8 -1.3009 2.5921 0.3551
H9 -1.8391 2.5456 -1.2896
H10 -1.8511 -1.3417 -0.5425